Here is the molecule CH2P2 at a distorted geometry from the Open Molecules 2025 dataset. Energies are from the ωB97M-V functional and the def2-TZVPD basis.

Bonds (Å) are listed after each position.
Element x y z (Å)
1 C -0.356 0.230 -0.116  P2 1.719, H4 1.156, H5 1.020
2 P -1.107 1.706 0.342  C1 1.719, P3 1.889
3 P -2.336 3.141 0.348  P2 1.889
4 H 0.526 0.598 -0.766  C1 1.156
5 H -0.139 -0.543 0.512  C1 1.020

Output
Total energy   -721.879568 a.u.
Energy above the lowest of the compared OMol25 structures with the same formula, charge and spin   185.2 kJ/mol
SMILES string   C=P#P
E_LUMO   -0.0189 Ha

What are the Mulliken partial charges on each atom? They are as follows, in elementary charge units:
1 C -0.7152
2 P 0.2868
3 P -0.0879
4 H 0.2030
5 H 0.3133